Record 1
{"formula": "C18H21CoN5O5SSe3", "method": "ωB97M-V with the def2-TZVPD basis set", "e_tot_ev": -281192.4462, "multiplicity": 4, "e_homo_ev": [-2.31, -2.72], "charge": -2, "symbols": ["Co", "C", "Se", "C", "C", "Se", "C", "H", "H", "H", "H", "H", "H", "H", "H", "H", "H", "S", "C", "N", "N", "C", "C", "C", "C", "C", "C", "N", "N", "C", "C", "C", "C", "C", "C", "H", "H", "H", "H", "H", "H", "H", "H", "H", "H", "H", "O", "C", "N", "O", "Se", "O", "O", "O"], "coordinates": [[-1.399, -2.045, -0.538], [-0.434, -2.543, 4.517], [0.244, -2.980, 2.706], [1.374, -1.337, 2.503], [2.655, -1.731, 1.805], [2.334, -2.427, -0.020], [2.375, -0.682, -0.920], [-0.919, -1.569, 4.525], [0.385, -2.573, 5.234], [-1.153, -3.323, 4.752], [1.572, -0.939, 3.501], [0.811, -0.598, 1.929], [3.138, -2.549, 2.346], [3.342, -0.884, 1.716], [3.339, -0.201, -0.754], [1.568, -0.053, -0.552], [2.230, -0.883, -1.980], [-0.764, -1.823, -2.740], [-0.821, -0.065, -2.659], [-0.859, 0.568, -3.808], [-0.851, 1.950, -3.779], [0.201, 2.745, -3.472], [0.113, 4.134, -3.671], [1.202, 4.945, -3.433], [2.403, 4.409, -2.991], [2.497, 3.038, -2.784], [1.419, 2.215, -3.014], [-0.904, 0.542, -1.487], [-1.129, -0.204, -0.402], [-1.214, 0.539, 0.752], [-1.795, 0.000, 1.913], [-1.898, 0.759, 3.056], [-1.397, 2.055, 3.104], [-0.798, 2.588, 1.972], [-0.716, 1.857, 0.808], [-1.594, 2.355, -4.331], [-0.818, 4.559, -4.028], [1.121, 6.012, -3.608], [3.257, 5.051, -2.821], [3.435, 2.609, -2.456], [1.499, 1.148, -2.880], [-2.174, -1.014, 1.886], [-2.384, 0.348, 3.931], [-1.472, 2.641, 4.011], [-0.386, 3.589, 2.004], [-0.269, 2.277, -0.081], [-5.548, -2.166, -0.023], [-4.376, -2.079, -0.110], [-3.212, -1.905, -0.158], [0.147, -5.937, -1.137], [-0.641, -5.341, 0.106], [0.237, -5.383, 1.444], [-0.921, -3.651, -0.188], [-2.052, -6.048, 0.301]], "lowdin_spin": [1.885, 0.000, 0.001, 0.000, 0.000, 0.004, 0.001, 0.000, 0.000, 0.000, 0.000, 0.000, 0.000, 0.000, 0.000, 0.001, 0.001, -0.035, 0.025, 0.231, 0.028, 0.007, 0.002, 0.001, 0.002, 0.001, 0.004, 0.274, 0.221, -0.001, 0.043, -0.002, 0.053, -0.003, 0.044, 0.003, 0.000, 0.000, 0.000, 0.000, 0.002, 0.002, -0.002, 0.004, -0.002, 0.005, 0.022, 0.026, 0.048, 0.009, 0.007, -0.011, 0.085, 0.014]}

=====

Record 2
{"formula": "C18H21F3N4O4S", "method": "ωB97M-V with the def2-TZVPD basis set", "e_tot_ev": -52145.7176, "multiplicity": 1, "e_homo_ev": -9.03, "symbols": ["C", "C", "C", "C", "N", "S", "O", "O", "C", "C", "N", "C", "C", "O", "N", "C", "C", "C", "C", "O", "C", "F", "F", "F", "C", "C", "C", "N", "C", "C", "H", "H", "H", "H", "H", "H", "H", "H", "H", "H", "H", "H", "H", "H", "H", "H", "H", "H", "H", "H", "H"], "coordinates": [[-5.537, -1.461, 3.026], [-5.150, -1.954, 1.635], [-3.636, -2.148, 1.530], [-3.254, -2.615, 0.126], [-3.770, -1.740, -0.900], [-2.810, -0.557, -1.489], [-1.457, -1.047, -1.543], [-3.394, -0.055, -2.697], [-2.662, 0.856, -0.396], [-2.021, 1.988, -0.820], [-1.762, 2.727, 0.304], [-0.839, 3.818, 0.361], [0.645, 3.359, 0.385], [1.491, 4.085, 0.847], [0.846, 2.136, -0.157], [2.032, 1.402, -0.273], [3.272, 1.904, 0.111], [4.403, 1.121, -0.032], [4.288, -0.153, -0.559], [5.453, -0.945, -0.741], [5.827, -1.644, 0.307], [4.894, -2.509, 0.751], [6.145, -0.896, 1.382], [6.905, -2.361, 0.009], [3.059, -0.666, -0.941], [1.928, 0.114, -0.800], [-2.251, 2.008, 1.344], [-2.795, 0.886, 0.956], [-5.184, -1.458, -0.824], [-5.590, -0.956, 0.561], [-5.230, -2.177, 3.784], [-6.614, -1.324, 3.098], [-5.053, -0.510, 3.233], [-5.646, -2.914, 1.448], [-3.144, -1.197, 1.739], [-3.296, -2.887, 2.257], [-2.172, -2.643, -0.005], [-3.659, -3.617, -0.061], [-1.784, 2.314, -1.811], [-0.970, 4.465, -0.512], [-1.008, 4.415, 1.260], [0.042, 1.634, -0.521], [3.346, 2.898, 0.521], [5.369, 1.499, 0.264], [2.992, -1.664, -1.344], [0.965, -0.281, -1.095], [-2.196, 2.335, 2.362], [-5.397, -0.721, -1.599], [-5.723, -2.382, -1.060], [-5.113, 0.005, 0.757], [-6.673, -0.818, 0.590]], "mulliken_charge": [-1.639, 0.371, -0.239, -1.076, 0.041, 1.375, -0.660, -0.742, 0.225, -1.036, 0.156, -0.839, 0.774, -0.649, 0.078, 0.615, -0.359, -0.653, 0.427, -0.407, 0.892, -0.267, -0.272, -0.265, -0.653, -0.770, -0.402, -0.080, -1.116, -0.387, 0.415, 0.419, 0.301, 0.307, 0.064, 0.429, 0.473, 0.367, 0.499, 0.267, 0.383, -0.114, 0.531, 0.441, 0.444, 0.456, 0.452, 0.477, 0.362, 0.143, 0.441]}

=====

Record 3
{"formula": "C18H21N3O3S", "method": "ωB97M-V with the def2-TZVPD basis set", "e_tot_ev": -40442.2279, "relative_energy_kj_mol": 1458.7, "multiplicity": 1, "e_homo_ev": -8.45, "symbols": ["C", "H", "O", "C", "C", "C", "C", "C", "C", "H", "H", "C", "N", "C", "N", "C", "C", "C", "C", "C", "C", "H", "C", "H", "H", "H", "C", "H", "H", "H", "N", "S", "O", "O", "C", "H", "H", "H", "H", "H", "H", "H", "H", "H", "H", "H"], "coordinates": [[6.326, -1.641, -1.984], [7.274, -2.334, -2.118], [6.276, -1.231, -0.735], [5.172, -0.505, -0.376], [5.037, -0.376, 0.863], [3.973, 0.557, 1.537], [3.039, 1.116, 0.777], [3.217, 0.992, -0.867], [4.165, 0.146, -1.323], [4.306, -0.114, -2.298], [2.486, 1.622, -1.421], [1.939, 2.257, 1.017], [0.799, 1.688, 0.391], [0.030, 2.781, -0.223], [-1.086, 2.125, -0.838], [-1.118, 0.824, -0.099], [-1.927, -0.347, -0.339], [-1.705, -1.472, 0.252], [-0.400, -1.480, 0.887], [0.364, -0.505, 1.259], [0.075, 0.658, 0.444], [1.163, -0.596, 1.896], [-0.234, -2.798, 1.655], [-1.148, -3.186, 2.361], [-0.024, -3.506, 0.608], [0.720, -2.818, 2.244], [-2.590, -2.753, -0.067], [-3.087, -2.254, -1.038], [-2.139, -3.546, -0.002], [-3.300, -2.664, 0.809], [-3.134, 0.161, -1.170], [-4.639, 0.026, -0.396], [-5.175, 1.384, -0.410], [-4.451, -0.593, 1.031], [-5.639, -1.180, -1.232], [-6.602, -0.662, -1.017], [-5.331, -0.960, -2.450], [-5.394, -2.102, -0.646], [-3.094, 0.987, -1.577], [0.175, 3.838, -0.364], [2.034, 1.981, 2.367], [2.154, 3.277, 1.132], [3.859, 0.799, 2.575], [5.663, -0.808, 1.715], [5.281, -2.077, -2.543], [6.653, -0.816, -2.680]], "mulliken_charge": [-0.735, 0.236, -0.384, 0.406, -0.025, -0.335, 0.336, -1.046, -0.435, 0.516, 0.337, -0.944, 0.178, -0.420, -0.724, 1.066, 0.180, 0.319, 1.129, -1.718, 0.227, 0.560, -1.373, 0.241, 0.280, 0.326, -2.097, 0.121, 0.962, 0.387, -0.339, 1.076, -0.642, -0.633, -0.942, 0.431, 0.274, 0.350, 0.415, 0.433, 0.223, 0.489, 0.421, 0.287, 0.248, 0.337]}

=====

Record 4
{"formula": "C18H21N4O5", "method": "ωB97M-V with the def2-TZVPD basis set", "e_tot_ev": -35207.6518, "relative_energy_kj_mol": 128.8, "multiplicity": 1, "e_homo_ev": -4.09, "charge": -1, "symbols": ["C", "N", "C", "C", "C", "C", "C", "C", "C", "C", "O", "N", "C", "C", "O", "N", "C", "C", "O", "N", "C", "C", "O", "C", "O", "C", "C", "H", "H", "H", "H", "H", "H", "H", "H", "H", "H", "H", "H", "H", "H", "H", "H", "H", "H", "H", "H", "H"], "coordinates": [[2.089, -5.017, -2.149], [0.824, -4.316, -2.340], [0.377, -4.251, -3.723], [0.486, -3.278, -1.460], [1.419, -2.272, -1.179], [1.093, -1.214, -0.347], [-0.110, -1.137, 0.328], [-0.333, 0.059, 1.303], [-1.235, 1.106, 0.829], [-1.201, 1.563, -0.523], [-0.828, 0.869, -1.500], [-1.551, 2.910, -0.753], [-1.256, 3.493, -2.040], [-2.024, 3.800, 0.228], [-2.186, 4.992, -0.006], [-2.293, 3.200, 1.470], [-2.867, 4.028, 2.496], [-1.936, 1.887, 1.820], [-2.189, 1.496, 2.972], [0.955, 0.564, 1.756], [1.737, 1.733, 1.440], [2.847, 1.575, 2.468], [2.493, 0.484, 3.375], [1.326, -0.037, 2.953], [0.651, -0.875, 3.527], [-1.003, -2.192, 0.148], [-0.739, -3.220, -0.759], [2.384, -5.047, -1.091], [1.985, -6.047, -2.507], [2.893, -4.547, -2.732], [-0.506, -3.608, -3.813], [1.181, -3.856, -4.365], [0.140, -5.262, -4.077], [2.380, -2.287, -1.678], [1.785, -0.389, -0.259], [-0.797, -0.382, 2.191], [-0.778, 2.725, -2.649], [-2.190, 3.818, -2.502], [-0.604, 4.362, -1.914], [-2.989, 5.024, 2.088], [-3.833, 3.619, 2.798], [-2.216, 4.058, 3.371], [1.199, 2.688, 1.576], [2.096, 1.663, 0.407], [3.779, 1.257, 1.976], [2.959, 2.473, 3.094], [-1.944, -2.203, 0.689], [-1.470, -4.011, -0.940]], "mulliken_charge": [-1.066, 0.085, -0.964, 0.335, -0.607, -0.035, -0.290, -0.141, -0.717, 0.902, -0.777, 0.042, -1.165, 0.715, -0.707, 0.016, -1.144, 0.172, -0.750, 0.387, -0.344, -0.329, -0.452, 0.366, -0.649, -0.217, -0.672, 0.307, 0.316, 0.347, 0.323, 0.292, 0.299, 0.278, 0.214, 0.776, 0.393, 0.294, 0.307, 0.394, 0.291, 0.304, 0.202, 0.282, 0.256, 0.302, 0.469, 0.361]}

=====

Record 5
{"formula": "C18H21NO2", "method": "ωB97M-V with the def2-TZVPD basis set", "e_tot_ev": -24592.4694, "relative_energy_kj_mol": 16.1, "multiplicity": 1, "e_homo_ev": -8.49, "symbols": ["C", "O", "C", "C", "C", "C", "C", "N", "C", "O", "C", "C", "C", "C", "C", "C", "C", "C", "C", "C", "C", "H", "H", "H", "H", "H", "H", "H", "H", "H", "H", "H", "H", "H", "H", "H", "H", "H", "H", "H", "H", "H"], "coordinates": [[-7.090, -1.875, 0.315], [-6.062, -1.709, -0.629], [-5.073, -0.811, -0.365], [-4.984, -0.036, 0.785], [-3.927, 0.845, 0.943], [-2.951, 0.979, -0.031], [-1.780, 1.907, 0.150], [-0.559, 1.163, 0.402], [0.419, 1.036, -0.524], [0.392, 1.618, -1.588], [1.565, 0.127, -0.110], [2.911, 0.833, -0.345], [3.070, 2.016, 0.611], [4.056, -0.138, -0.207], [4.311, -0.786, 0.996], [5.365, -1.674, 1.114], [6.183, -1.930, 0.028], [5.940, -1.292, -1.176], [4.884, -0.405, -1.290], [-3.044, 0.197, -1.179], [-4.087, -0.686, -1.347], [-6.703, -2.238, 1.273], [-7.644, -0.945, 0.475], [-7.760, -2.623, -0.107], [-5.728, -0.107, 1.564], [-3.873, 1.443, 1.842], [-1.598, 2.479, -0.764], [-1.958, 2.596, 0.981], [-0.541, 0.590, 1.230], [1.520, -0.767, -0.737], [1.466, -0.176, 0.933], [2.895, 1.219, -1.368], [2.276, 2.740, 0.443], [3.030, 1.691, 1.649], [4.026, 2.507, 0.443], [3.682, -0.597, 1.855], [5.548, -2.168, 2.057], [7.007, -2.623, 0.120], [6.573, -1.487, -2.029], [4.698, 0.089, -2.233], [-2.286, 0.291, -1.944], [-4.169, -1.293, -2.235]], "mulliken_charge": [-0.839, -0.448, 0.879, -0.273, -0.904, 0.375, -1.208, -0.120, 0.508, -0.688, -0.735, 0.206, -1.528, 0.480, -0.207, -0.719, -0.401, -0.562, -0.372, -0.258, -0.634, 0.337, 0.338, 0.240, 0.373, 0.298, 0.371, 0.439, 0.274, 0.306, 0.283, 0.459, 0.436, 0.285, 0.418, 0.239, 0.363, 0.380, 0.377, 0.352, 0.453, 0.426]}

=====

Record 6
{"formula": "C18H21NO3", "method": "ωB97M-V with the def2-TZVPD basis set", "e_tot_ev": -26625.1080, "relative_energy_kj_mol": 1444.2, "multiplicity": 1, "e_homo_ev": -8.35, "symbols": ["C", "C", "C", "C", "C", "C", "O", "C", "C", "C", "C", "C", "C", "H", "H", "O", "C", "O", "C", "C", "C", "C", "N", "C", "H", "H", "H", "H", "H", "H", "H", "H", "H", "H", "H", "H", "H", "H", "H", "H", "H", "H", "H"], "coordinates": [[-0.273, -6.133, 2.181], [-1.269, -5.529, 1.128], [-2.674, -5.545, 1.520], [-2.983, -4.584, 2.775], [-2.773, -3.011, 2.591], [-3.486, -2.198, 1.756], [-3.207, -0.730, 1.886], [-2.170, -0.418, 0.988], [-1.257, -1.102, 0.188], [-0.271, -0.456, -0.301], [0.164, 0.827, -0.179], [-0.806, 1.620, 0.525], [-2.136, 1.051, 1.232], [-2.561, 1.451, 1.942], [-0.809, 2.674, 0.712], [1.156, 1.569, -0.657], [0.919, 2.774, -1.215], [0.065, 3.458, -1.303], [2.354, 2.920, -1.905], [2.551, 4.285, -2.507], [3.664, 4.652, -3.211], [4.958, 3.850, -2.820], [4.791, 2.606, -2.181], [3.651, 2.365, -1.588], [3.518, 1.231, -1.400], [5.712, 3.950, -3.259], [3.653, 5.655, -3.638], [1.657, 4.738, -2.769], [0.533, -0.896, -0.874], [-1.404, -2.149, 0.214], [-4.457, -2.497, 1.969], [-3.435, -2.673, 0.572], [-2.659, -2.668, 3.694], [-1.615, -2.854, 2.385], [-2.387, -4.931, 3.597], [-3.835, -4.804, 3.024], [-3.319, -5.014, 0.532], [-2.871, -6.343, 1.897], [-1.076, -5.977, 0.119], [-0.606, -4.390, 0.893], [-0.700, -7.080, 2.511], [0.008, -5.433, 3.146], [0.757, -6.116, 1.679]], "mulliken_charge": [-1.109, -0.100, -0.828, -1.367, -0.218, -0.524, -0.408, 1.091, -0.365, -1.001, 0.447, -0.079, -1.242, 0.569, 0.365, -0.224, 0.542, -0.368, 0.160, -0.616, -0.342, -0.586, -0.536, 0.099, 0.252, 0.633, 0.368, 0.392, 0.350, 0.238, 0.482, 0.154, 0.265, 0.151, 0.499, 0.746, 0.130, 0.702, 0.457, -0.085, 0.324, 0.199, 0.383]}